a | Molecular formula: C26H30AsIN3O8S2Ti
Method: DFT, ωB97M-V/def2-TZVPD

Its charge is +1. The frontier orbital gap comes out at 0.2932 Eh.

```
72
Properties=species:S:1:pos:R:3:mulliken_charge:R:1
Ti 0.112 -0.111 -0.911 -0.58
C 4.990 4.770 1.776 -1.55
C 3.652 4.184 1.459 1.01
C 2.827 4.783 0.508 -0.95
C 1.623 4.207 0.149 -0.54
C 1.239 3.021 0.750 -0.05
C 2.023 2.425 1.722 -0.11
C 3.227 3.009 2.074 -0.76
S -0.244 2.199 0.216 1.27
O -1.421 2.920 0.581 -0.74
O -0.197 0.801 0.770 -0.69
N -0.190 1.754 -1.304 0.24
C 0.312 2.280 -2.536 -0.27
C 0.565 1.014 -3.395 0.33
O 0.861 1.042 -4.559 -0.61
O 0.442 -0.083 -2.686 -0.58
H 4.937 5.853 1.867 0.40
H 5.682 4.533 0.967 0.30
H 5.392 4.358 2.697 0.37
H 3.141 5.704 0.043 0.43
H 0.988 4.658 -0.595 0.61
H 1.690 1.502 2.173 0.44
H 3.846 2.536 2.822 0.36
H 1.278 2.800 -2.429 0.36
H -0.402 2.942 -3.043 0.40
I -3.386 -5.308 4.485 0.14
C -2.259 -4.306 3.016 -0.12
C -2.547 -4.507 1.673 -0.64
C -1.819 -3.830 0.715 -0.35
C -0.795 -2.964 1.101 0.33
C -0.497 -2.790 2.452 -0.58
C -1.238 -3.453 3.409 -0.68
C -0.101 -2.161 0.087 1.41
O -0.571 -2.034 -1.080 -0.72
O 0.942 -1.492 0.348 -0.80
H -3.343 -5.172 1.380 0.43
H -2.039 -3.962 -0.336 0.52
H 0.299 -2.121 2.743 0.57
H -1.036 -3.301 4.457 0.46
C 2.100 -2.346 -2.865 -0.88
As 3.101 -1.232 -1.603 1.24
C 4.733 -0.895 -2.658 -1.18
C 3.732 -2.438 -0.176 -1.13
S 2.546 0.666 -0.827 -0.41
H 2.688 -3.253 -3.031 0.51
H 1.985 -1.794 -3.802 0.34
H 1.109 -2.589 -2.477 0.11
H 5.231 -1.829 -2.929 0.42
H 5.417 -0.266 -2.081 0.38
H 4.446 -0.364 -3.568 0.39
H 2.976 -3.200 0.026 0.31
H 3.879 -1.833 0.720 0.32
H 4.676 -2.907 -0.462 0.44
O -3.050 -0.863 2.569 -0.21
C -4.395 -1.040 2.211 -0.75
N -5.083 0.193 1.935 -0.08
C -5.161 0.879 0.762 0.02
O -5.903 1.819 0.621 -0.61
C -4.268 0.420 -0.359 -0.08
C -4.794 0.241 -1.637 -0.47
C -3.936 -0.115 -2.666 -1.23
C -2.581 -0.238 -2.400 -0.53
N -2.071 -0.033 -1.184 1.13
C -2.894 0.279 -0.187 -0.12
H -3.001 -0.345 3.384 0.19
H -4.939 -1.563 3.009 0.46
H -4.380 -1.669 1.316 0.40
H -5.668 0.579 2.664 0.27
H -5.851 0.388 -1.806 0.54
H -4.307 -0.275 -3.667 0.49
H -1.876 -0.509 -3.182 0.61
H -2.445 0.432 0.786 1.06
```

---

b | Molecular formula: C26H30AsIN3O8S2Ti
Method: DFT, ωB97M-V/def2-TZVPD

Its charge is +1. The frontier orbital gap comes out at 0.2778 Eh.

```
72
Properties=species:S:1:pos:R:3:mulliken_charge:R:1
Ti -0.751 -0.849 -0.635 -0.13
C -7.964 1.909 -2.964 -1.44
C -6.788 1.078 -2.539 0.84
C -6.401 -0.041 -3.276 -0.88
C -5.342 -0.832 -2.869 -0.77
C -4.652 -0.487 -1.714 0.45
C -5.010 0.623 -0.963 -0.18
C -6.081 1.396 -1.382 -1.05
S -3.305 -1.487 -1.227 1.55
O -2.139 -1.080 -2.097 -0.43
O -3.678 -2.866 -1.296 -0.69
N -2.703 -0.981 0.132 -0.06
C -2.897 -1.646 1.401 -0.58
C -1.512 -1.948 1.943 0.32
O -1.289 -2.393 3.034 -0.72
O -0.551 -1.679 1.056 0.17
H -8.176 1.782 -4.024 0.38
H -7.791 2.966 -2.768 0.38
H -8.855 1.611 -2.409 0.30
H -6.940 -0.299 -4.178 0.38
H -5.055 -1.709 -3.435 0.48
H -4.459 0.870 -0.065 0.49
H -6.378 2.260 -0.801 0.42
H -3.450 -2.584 1.303 0.40
H -3.403 -1.008 2.125 0.28
I 6.480 2.817 -3.896 0.14
C 4.753 1.966 -3.102 -0.06
C 3.623 1.845 -3.902 -0.61
C 2.475 1.283 -3.374 -0.42
C 2.465 0.842 -2.053 0.07
C 3.602 0.966 -1.258 -0.41
C 4.751 1.533 -1.781 -0.70
C 1.247 0.251 -1.495 1.52
O 1.218 -0.279 -0.338 -0.67
O 0.150 0.207 -2.146 -0.66
H 3.640 2.185 -4.928 0.40
H 1.585 1.177 -3.978 0.49
H 3.578 0.630 -0.230 0.45
H 5.635 1.641 -1.170 0.40
C 1.990 -5.398 -0.873 -1.24
As 0.947 -4.008 -0.049 0.89
C 2.120 -3.075 1.158 -0.79
C -0.440 -4.910 0.938 -1.09
S 0.168 -2.878 -1.693 -0.53
H 2.396 -6.051 -0.102 0.43
H 2.798 -4.943 -1.442 0.39
H 1.350 -5.966 -1.545 0.40
H 3.022 -3.670 1.286 0.55
H 1.601 -2.938 2.104 0.29
H 2.355 -2.103 0.732 0.05
H -0.175 -5.963 1.013 0.50
H -1.373 -4.806 0.387 0.30
H -0.536 -4.473 1.931 0.30
O -2.405 0.429 3.695 -0.30
C -2.549 1.710 4.270 -0.59
N -1.299 2.391 4.533 -0.14
C -0.361 2.623 3.563 -0.23
O 0.799 2.864 3.800 -0.60
C -0.860 2.524 2.146 -0.27
C -1.626 3.493 1.522 0.13
C -2.053 3.273 0.218 -1.14
C -1.731 2.082 -0.399 -0.56
N -0.985 1.150 0.209 1.03
C -0.536 1.377 1.441 -0.32
H -2.048 -0.196 4.335 0.26
H -3.105 1.676 5.207 0.39
H -3.129 2.279 3.546 0.29
H -0.902 2.324 5.460 0.30
H -1.902 4.400 2.046 0.54
H -2.642 4.009 -0.309 0.50
H -2.064 1.854 -1.405 0.72
H 0.065 0.597 1.891 0.69
```

---

Of them, the most stable is b and the least stable is a.